(1)
The following is a DFT calculation (the ωB97M-V functional and the def2-TZVPD basis) of a cluster of 2 separate species, C4H6F5NO5S in total at a distorted geometry.

Geometry as XYZ:
```
22
Properties=species:S:1:pos:R:3:forces:R:3:mulliken_charge:R:1
C 0.547776 1.403644 1.966391 3.768 -2.810 4.094 -0.71
C -0.718721 -2.389941 0.638674 2.242 -1.922 -2.938 0.50
C -0.702614 -0.037737 0.591706 0.717 2.161 -3.383 0.74
C -2.076767 1.211275 -0.913931 -1.041 0.236 -2.751 0.85
N 2.176526 0.542418 -1.997616 0.604 0.265 0.797 -0.60
O 2.677826 -0.912011 -0.168793 0.647 -0.465 1.037 -0.67
O 1.103192 -1.781775 -1.854013 -0.400 -0.791 -0.867 -0.69
O -0.279857 1.170636 0.963044 -4.416 -2.662 -3.410 -0.25
O -0.644948 -1.110890 1.314554 -0.572 -0.076 -0.126 -0.28
O -1.740720 0.039575 -0.396626 1.606 -2.828 3.414 -0.39
F 0.091552 -3.188068 1.389270 -1.588 0.599 0.155 -0.25
F -1.975957 -2.830933 0.516600 0.284 0.380 1.382 -0.23
F -1.090020 1.630330 -1.663551 1.070 0.938 -0.852 -0.26
F -3.153133 1.045504 -1.714246 0.439 -0.684 0.166 -0.27
F -2.420996 2.113453 -0.079901 -0.345 1.727 2.087 -0.22
S 1.519419 -0.701642 -1.000519 -0.997 2.099 0.305 1.04
H 0.972759 2.369607 1.781843 0.161 0.438 0.602 0.31
H 1.342741 0.580236 1.990294 -0.261 1.335 -0.529 0.30
H 0.118752 1.143011 2.969371 -0.201 1.279 -0.657 0.30
H -0.263388 -2.517480 -0.442968 -0.690 1.565 2.004 0.26
H 2.907104 0.987123 -1.407026 -0.778 -0.335 -0.765 0.26
H 1.609483 1.233656 -2.482559 -0.248 -0.449 0.237 0.26
```
Positions in Å, forces in eV/Å.

As for the charge: 0. As for the spin multiplicity: 1. The value obtained for the LUMO energy (alpha / beta) is -1.128 / -1.127 eV. The HOMO-LUMO gap (alpha / beta) comes out at 7.187 / 7.188 eV. Its highest occupied orbital energy (alpha / beta) is -8.32 / -8.32 eV.

---

(2)
The following is a DFT calculation (the ωB97M-V functional and the def2-TZVPD basis) of a structure of composition C4H6F6NO5RbS2 at a distorted geometry.

Geometry as XYZ:
```
25
Properties=species:S:1:pos:R:3:forces:R:3:lowdin_spin:R:1
Rb 1.748731 -2.300002 -1.513430 0.794 -0.334 -0.199 0.00
C 0.238291 -0.387002 2.695030 0.151 0.732 -1.816 0.01
F 0.267411 -0.779492 3.935200 -0.651 0.137 -0.268 0.00
F -0.387349 0.781118 2.472520 -0.314 -1.229 0.801 0.00
F 1.465841 -0.220152 2.246840 0.840 -0.257 -0.083 0.00
S -0.532619 -1.800752 1.589950 -0.172 -1.613 6.215 0.00
O 0.382621 -2.945062 1.838320 -1.845 2.525 -2.037 0.03
O -1.910859 -1.856612 2.144060 2.974 0.029 -2.407 0.01
N -0.363519 -1.144072 -0.024060 2.043 -0.816 3.137 0.37
S -1.752669 -1.218802 -0.584110 -5.118 0.380 -4.246 -0.04
O -2.285229 -2.580512 -0.622780 0.614 1.794 0.116 0.23
O -2.583389 -0.127982 -0.032620 0.853 -1.295 -0.393 0.39
C -1.412049 -0.687342 -2.456600 -2.374 0.616 1.915 -0.01
F -2.589009 -0.604712 -3.050760 0.233 -0.099 0.222 0.00
F -0.779659 0.438618 -2.515700 0.323 1.522 0.424 0.00
F -0.670439 -1.565102 -3.010710 1.358 -2.525 -1.153 0.00
C 0.931381 2.418538 0.192370 -1.156 0.406 1.578 0.00
C 1.692411 1.848738 -0.927190 -0.827 1.881 0.061 0.00
O 1.783771 0.463378 -0.753060 1.353 -1.248 -0.935 0.00
H -0.057159 1.961118 0.151730 -0.146 -0.478 0.644 0.00
H 0.627061 3.463708 0.136630 0.746 0.237 -0.292 0.00
H 1.474371 2.237648 1.120020 -0.480 0.040 0.253 0.00
H 2.649771 2.369248 -0.902490 0.354 -0.813 -0.660 0.00
H 1.059861 2.188438 -1.747300 0.716 -0.638 -1.085 0.00
H 1.002431 0.047058 -0.381850 -0.269 1.045 0.209 0.00
```
Positions in Å, forces in eV/Å.

As for the charge: +1. As for the spin multiplicity: 2. The value obtained for the LUMO energy (alpha / beta) is -3.570 / -9.165 eV. The HOMO-LUMO gap (alpha / beta) comes out at 10.550 / 4.953 eV. Its highest occupied orbital energy (alpha / beta) is -14.12 / -14.12 eV.

---

(3)
The following is a DFT calculation (the ωB97M-V functional and the def2-TZVPD basis) of a structure of composition C4H6FHgO4 at a distorted geometry.

Geometry as XYZ:
```
16
Properties=species:S:1:pos:R:3:forces:R:3:lowdin_spin:R:1
C 1.441423 -2.366632 0.424525 -0.268 0.251 0.727 0.00
O 1.553070 -1.340542 -0.512016 -1.259 2.286 -0.587 0.00
H 0.442651 -2.392610 0.905852 0.194 -0.141 -0.132 0.00
H 1.608940 -3.339959 -0.068922 -0.065 0.400 0.109 0.00
H 2.185293 -2.254370 1.242514 -0.241 -0.101 -0.261 0.00
C -1.266004 1.955998 0.125160 4.601 -1.598 0.807 0.02
O -1.625852 0.655545 -0.040921 -1.341 0.029 -0.404 0.01
C -0.694982 -0.145506 -0.719938 0.661 0.375 0.197 0.00
C 0.728509 0.125055 -0.234178 1.424 -4.871 -0.699 0.00
O -0.041257 2.185733 0.150572 -2.387 1.301 -0.361 0.01
O -2.214756 2.714872 0.428832 -1.376 -5.251 -2.156 0.22
F -0.798650 0.153865 -2.062020 0.076 -0.162 0.167 0.00
H -0.998282 -1.187634 -0.575011 0.039 0.296 0.023 0.00
H 0.779899 0.112395 0.865318 0.349 0.910 -0.742 0.00
H 1.293898 0.693705 -0.979240 -0.013 0.158 1.140 0.00
Hg -2.393903 4.430092 1.049470 -0.394 6.118 2.171 0.73
```
Positions in Å, forces in eV/Å.

As for the charge: 0. As for the spin multiplicity: 2. The calculation puts the energy above the lowest of the compared OMol25 structures with the same formula, charge and spin at 31.46 kcal/mol. The value obtained for the LUMO energy (alpha / beta) is -0.055 / -2.593 eV. The HOMO-LUMO gap (alpha / beta) comes out at 9.106 / 6.567 eV. Its highest occupied orbital energy (alpha / beta) is -9.16 / -9.16 eV.

---

(4)
The following is a DFT calculation (the ωB97M-V functional and the def2-TZVPD basis) of the ion C4H6FN2O2S with charge +1 at a distorted geometry.

Geometry as XYZ:
```
16
Properties=species:S:1:pos:R:3:forces:R:3:mulliken_charge:R:1
C 1.218206 0.684926 -0.228055 1.617 0.857 1.067 -0.87
C 0.050781 -0.181535 -0.055147 -1.836 0.873 -0.574 0.37
N -0.880411 0.038766 0.887088 -1.494 -0.205 1.096 -0.07
C -1.966954 -0.815861 0.695339 0.335 -1.210 -0.791 -0.40
C -1.686171 -1.592408 -0.398464 -1.457 -0.653 -0.493 0.04
S -2.488772 -3.269577 -1.546250 -0.404 6.503 3.430 1.15
O -1.583635 -3.305748 -2.589905 1.044 -0.543 -2.182 -0.44
O -2.760934 -4.256990 -0.607883 -1.042 -1.055 0.141 -0.38
F -3.759279 -2.339703 -1.968697 1.418 -2.154 0.418 -0.16
N -0.533691 -1.054402 -0.884003 0.614 -0.768 0.933 0.00
H 1.195131 1.311390 0.792870 0.645 -1.005 -2.636 0.27
H 2.201289 0.082642 -0.311531 -1.587 1.035 0.278 0.32
H 1.120208 1.322001 -1.166887 0.108 -0.600 1.406 0.30
H -0.944122 0.773279 1.630429 0.764 -0.983 -1.090 0.30
H -2.831935 -0.906633 1.300277 -0.285 0.347 0.761 0.44
H -0.238513 -1.400082 -1.741369 1.559 -0.440 -1.764 0.13
```
Positions in Å, forces in eV/Å.

As for the charge: +1. As for the spin multiplicity: 1. The calculation puts the energy above the lowest of the compared OMol25 structures with the same formula, charge and spin at 0.00 kcal/mol. As for the SMILES: Cc1[nH]cc(S(=O)(=O)F)[nH+]1. The value obtained for the LUMO energy is -3.845 eV. The HOMO-LUMO gap comes out at 10.491 eV. Its highest occupied orbital energy is -14.34 eV.

---

(5)
The following is a DFT calculation (the ωB97M-V functional and the def2-TZVPD basis) of an isolated molecule of C4H6FN3O at a distorted geometry.

Geometry as XYZ:
```
15
Properties=species:S:1:pos:R:3:forces:R:3:mulliken_charge:R:1
N 1.408279 -0.726852 -1.145180 -3.776 1.222 2.770 -0.69
C 0.488911 -0.465460 0.335783 3.566 -1.280 -3.039 0.41
F 1.305503 -1.164960 1.257110 -1.263 0.371 -0.275 -0.38
C 0.524006 1.000644 0.662214 0.194 -1.557 1.253 -0.42
C -0.713278 1.636018 0.146062 -0.553 0.345 -1.359 0.07
N -1.739697 1.062299 -0.337534 -0.485 -0.958 -0.730 -0.51
C -1.887185 -0.410915 -0.373767 0.986 1.859 3.183 0.41
O -2.944311 -0.945781 -0.528612 0.746 0.002 -0.848 -0.49
N -0.759853 -1.041363 0.220889 -1.062 1.432 -0.328 -0.13
H 2.250561 -0.266075 -0.883960 1.186 -0.461 -0.080 0.24
H 1.449844 -1.733099 -1.297497 0.541 0.310 0.365 0.25
H 1.405572 1.289553 0.094928 0.053 1.050 0.558 0.32
H 0.641783 1.041606 1.814635 -0.067 0.428 -1.927 0.31
H -0.717319 2.716552 -0.046462 0.109 -0.128 0.694 0.39
H -0.712811 -1.992171 0.081386 -0.175 -2.634 -0.238 0.23
```
Positions in Å, forces in eV/Å.

As for the charge: 0. As for the spin multiplicity: 1. The calculation puts the energy above the lowest of the compared OMol25 structures with the same formula, charge and spin at 35.67 kcal/mol. As for the SMILES: N[C@@]1(F)CC=NC(=O)N1. The value obtained for the LUMO energy is 0.084 eV. The HOMO-LUMO gap comes out at 10.200 eV. Its highest occupied orbital energy is -10.12 eV.

---

| no. | DFT total energy (Eh) |
| --- | --- |
| 1 | -1484.367600 |
| 2 | -2006.216690 |
| 3 | -710.130894 |
| 4 | -913.740267 |
| 5 | -495.353073 |